Entry 1:
Computed, not measured: a structure of composition C23H28GeO7P2PdSe2, with ωB97M-V/def2-TZVPD.

- charge = 0
- E_HOMO (alpha / beta) (eV) = -8.6 / -8.6
- calculated total energy (eV) = -247908.6289
- Kohn-Sham gap (alpha / beta) (eV) = 6.61 / 6.61
- relative energy (zero: lowest compared OMol25 entry of this formula, charge and spin) (eV) = 1.430

Geometry as XYZ:
```
64
Properties=species:S:1:pos:R:3:lowdin_charge:R:1
Pd -1.053 1.095 -0.820 0.63
O 1.385 2.561 -3.600 -0.14
P 0.400 3.294 -2.548 0.21
O 0.674 4.726 -2.447 -0.25
O 0.484 2.410 -1.300 -0.41
O -1.019 2.923 -3.246 -0.29
P -2.523 3.015 -2.638 0.20
O -3.151 1.741 -3.415 -0.16
O -3.231 4.250 -2.963 -0.25
O -2.399 2.602 -1.160 -0.48
H 1.752 3.218 -4.203 0.08
H -3.859 2.059 -3.989 0.08
C -2.852 -1.788 0.307 -0.52
Se -3.147 0.074 -0.193 0.74
C -3.782 -1.999 -3.085 -0.11
C -3.183 -3.177 -3.175 -0.09
Se -0.659 -1.057 -1.760 1.06
C -0.152 -0.537 -3.566 -0.26
H -3.738 -2.046 0.889 0.02
H -1.977 -1.919 0.938 -0.01
H -2.804 -2.447 -0.559 -0.03
H -3.331 -1.079 -3.441 0.03
H -4.767 -1.895 -2.648 0.06
H -2.201 -3.289 -3.621 0.04
H -3.657 -4.084 -2.821 0.05
H -0.937 -0.904 -4.223 0.04
H 0.798 -1.018 -3.791 0.05
H -0.075 0.545 -3.627 0.01
C 0.617 -0.203 -0.768 -0.59
Ge 1.126 -0.265 1.151 0.97
C 3.047 -0.005 1.101 -0.27
C 3.893 -0.790 1.880 -0.10
C 5.266 -0.585 1.855 -0.08
C 5.803 0.408 1.048 -0.08
C 4.969 1.195 0.265 -0.07
C 3.597 0.989 0.290 -0.11
C 0.601 -1.968 1.921 -0.30
C 0.614 -3.127 1.144 -0.12
C 0.226 -4.347 1.678 -0.08
C -0.177 -4.424 3.004 -0.08
C -0.177 -3.284 3.795 -0.07
C 0.212 -2.064 3.256 -0.11
C 0.189 1.238 1.960 -0.29
C 0.700 2.530 1.822 -0.10
C 0.000 3.621 2.312 -0.06
C -1.217 3.434 2.954 -0.07
C -1.732 2.155 3.106 -0.08
C -1.035 1.066 2.607 -0.15
H 1.347 0.297 -1.400 0.01
H 3.482 -1.571 2.511 0.10
H 5.916 -1.200 2.464 0.10
H 6.873 0.569 1.029 0.10
H 5.386 1.971 -0.364 0.11
H 2.958 1.614 -0.328 0.09
H 0.932 -3.083 0.108 0.09
H 0.238 -5.237 1.061 0.11
H -0.485 -5.373 3.422 0.10
H -0.480 -3.342 4.832 0.11
H 0.205 -1.180 3.884 0.10
H 1.637 2.696 1.307 0.09
H 0.395 4.618 2.173 0.11
H -1.769 4.288 3.323 0.11
H -2.687 2.007 3.593 0.11
H -1.464 0.076 2.712 0.08
```

=====

Entry 2:
Computed, not measured: the ion C7H10N3 with charge +1 at a distorted geometry, with ωB97M-V/def2-TZVPD.

- charge = +1
- E_HOMO (alpha / beta) (eV) = -11.7 / -11.7
- calculated total energy (eV) = -11879.8387
- Kohn-Sham gap (alpha / beta) (eV) = 7.35 / 7.34
- relative energy (zero: lowest compared OMol25 entry of this formula, charge and spin) (eV) = 5.175

Geometry as XYZ:
```
20
Properties=species:S:1:pos:R:3:lowdin_charge:R:1
C -0.494 -0.141 1.777 0.26
C 1.001 0.242 -0.960 -0.05
C 0.423 -2.454 1.400 -0.08
C 0.174 -1.026 1.095 -0.22
C 0.779 -0.873 -0.245 -0.22
C 0.670 1.644 -0.508 -0.20
C -0.678 1.741 0.111 -0.10
N 0.965 -3.028 0.399 0.07
N 1.162 -2.157 -0.589 0.02
N -1.735 1.187 -0.764 0.17
H -0.932 0.104 2.711 0.06
H 1.528 0.155 -1.897 0.12
H 0.151 -2.967 2.298 0.12
H 1.403 1.967 0.234 0.13
H 0.777 2.317 -1.367 0.13
H -0.968 2.628 0.646 0.11
H 1.678 -2.438 -1.406 0.16
H -1.293 0.397 -1.263 0.15
H -2.085 1.871 -1.454 0.18
H -2.526 0.829 -0.219 0.17
```

=====

Entry 3:
Computed, not measured: an isolated molecule of C6H10, with ωB97M-V/def2-TZVPD.

- charge = 0
- E_HOMO (alpha / beta) (eV) = -7.6 / -7.6
- calculated total energy (eV) = -6379.4328
- Kohn-Sham gap (alpha / beta) (eV) = 7.04 / 7.04
- relative energy (zero: lowest compared OMol25 entry of this formula, charge and spin) (eV) = 4.427

Geometry as XYZ:
```
16
Properties=species:S:1:pos:R:3:lowdin_charge:R:1
C -1.214 0.826 -0.741 -0.04
C -0.203 0.405 0.285 -0.27
C -0.559 0.591 1.714 -0.05
C 0.618 -1.332 -1.090 -0.08
C 0.968 -0.226 -0.104 -0.44
C 2.159 0.142 0.542 0.10
H -1.368 1.901 -0.579 0.10
H -2.191 0.343 -0.628 0.10
H -0.860 0.689 -1.767 0.09
H 0.027 -0.085 2.338 0.08
H -0.354 1.619 2.003 0.10
H -1.630 0.387 1.858 0.09
H -0.442 -1.632 -0.997 0.08
H 0.807 -1.084 -2.132 0.07
H 1.201 -2.197 -0.769 0.08
H 3.041 -0.347 0.066 -0.01
```

=====

Entry 4:
Computed, not measured: a structure of composition C3H5CuMgO4 at a distorted geometry, with ωB97M-V/def2-TZVPD.

- charge = +3
- E_HOMO (alpha / beta) (eV) = -20.6 / -19.7
- 2S+1 = 2
- calculated total energy (eV) = -61429.8279
- Kohn-Sham gap (alpha / beta) (eV) = 6.11 / 5.23

Geometry as XYZ:
```
14
Properties=species:S:1:pos:R:3:lowdin_spin:R:1
O 0.520 -0.605 0.594 0.00
C 1.886 -0.382 0.520 0.00
C -0.306 0.255 0.072 0.01
O 2.598 -1.335 0.917 0.00
O 2.347 0.630 -0.008 0.00
C -1.688 0.221 0.479 0.01
Mg 4.256 -0.081 0.401 0.00
H 0.051 0.824 -0.796 0.00
H -1.359 1.267 1.004 0.00
H -2.075 -0.811 0.512 0.01
H -2.308 0.691 -0.311 0.00
Cu 2.489 -3.504 1.646 0.00
O -3.065 0.436 2.689 0.95
H -3.555 -0.408 2.730 0.02
```

=====

Q: Which of these has the lowest calculated total energy?
A: C23H28GeO7P2PdSe2

=====

Please write out number 1 again, unchanged.
Computed, not measured: a structure of composition C23H28GeO7P2PdSe2, with ωB97M-V/def2-TZVPD.

- charge = 0
- E_HOMO (alpha / beta) (eV) = -8.6 / -8.6
- calculated total energy (eV) = -247908.6289
- Kohn-Sham gap (alpha / beta) (eV) = 6.61 / 6.61
- relative energy (zero: lowest compared OMol25 entry of this formula, charge and spin) (eV) = 1.430

Geometry as XYZ:
```
64
Properties=species:S:1:pos:R:3:lowdin_charge:R:1
Pd -1.053 1.095 -0.820 0.63
O 1.385 2.561 -3.600 -0.14
P 0.400 3.294 -2.548 0.21
O 0.674 4.726 -2.447 -0.25
O 0.484 2.410 -1.300 -0.41
O -1.019 2.923 -3.246 -0.29
P -2.523 3.015 -2.638 0.20
O -3.151 1.741 -3.415 -0.16
O -3.231 4.250 -2.963 -0.25
O -2.399 2.602 -1.160 -0.48
H 1.752 3.218 -4.203 0.08
H -3.859 2.059 -3.989 0.08
C -2.852 -1.788 0.307 -0.52
Se -3.147 0.074 -0.193 0.74
C -3.782 -1.999 -3.085 -0.11
C -3.183 -3.177 -3.175 -0.09
Se -0.659 -1.057 -1.760 1.06
C -0.152 -0.537 -3.566 -0.26
H -3.738 -2.046 0.889 0.02
H -1.977 -1.919 0.938 -0.01
H -2.804 -2.447 -0.559 -0.03
H -3.331 -1.079 -3.441 0.03
H -4.767 -1.895 -2.648 0.06
H -2.201 -3.289 -3.621 0.04
H -3.657 -4.084 -2.821 0.05
H -0.937 -0.904 -4.223 0.04
H 0.798 -1.018 -3.791 0.05
H -0.075 0.545 -3.627 0.01
C 0.617 -0.203 -0.768 -0.59
Ge 1.126 -0.265 1.151 0.97
C 3.047 -0.005 1.101 -0.27
C 3.893 -0.790 1.880 -0.10
C 5.266 -0.585 1.855 -0.08
C 5.803 0.408 1.048 -0.08
C 4.969 1.195 0.265 -0.07
C 3.597 0.989 0.290 -0.11
C 0.601 -1.968 1.921 -0.30
C 0.614 -3.127 1.144 -0.12
C 0.226 -4.347 1.678 -0.08
C -0.177 -4.424 3.004 -0.08
C -0.177 -3.284 3.795 -0.07
C 0.212 -2.064 3.256 -0.11
C 0.189 1.238 1.960 -0.29
C 0.700 2.530 1.822 -0.10
C 0.000 3.621 2.312 -0.06
C -1.217 3.434 2.954 -0.07
C -1.732 2.155 3.106 -0.08
C -1.035 1.066 2.607 -0.15
H 1.347 0.297 -1.400 0.01
H 3.482 -1.571 2.511 0.10
H 5.916 -1.200 2.464 0.10
H 6.873 0.569 1.029 0.10
H 5.386 1.971 -0.364 0.11
H 2.958 1.614 -0.328 0.09
H 0.932 -3.083 0.108 0.09
H 0.238 -5.237 1.061 0.11
H -0.485 -5.373 3.422 0.10
H -0.480 -3.342 4.832 0.11
H 0.205 -1.180 3.884 0.10
H 1.637 2.696 1.307 0.09
H 0.395 4.618 2.173 0.11
H -1.769 4.288 3.323 0.11
H -2.687 2.007 3.593 0.11
H -1.464 0.076 2.712 0.08
```